No. 1
{"formula": "C18H38Br2F3O8S", "method": "ωB97M-V/def2-TZVPD", "species": ["O", "H", "H", "H", "C", "C", "C", "O", "H", "H", "H", "H", "H", "H", "H", "C", "F", "F", "F", "S", "O", "O", "O", "C", "C", "C", "O", "C", "H", "H", "H", "H", "H", "H", "H", "H", "C", "C", "C", "O", "C", "H", "H", "H", "H", "H", "H", "H", "H", "C", "C", "C", "O", "C", "H", "H", "H", "H", "H", "H", "H", "H", "Br", "C", "C", "Br", "H", "H", "H", "H"], "positions_angstrom": [[7.38, -0.66, 24.04], [6.55, -1.16, 23.82], [8.15, -1.14, 23.59], [7.31, 0.29, 23.64], [7.19, 3.99, 23.39], [6.61, 2.59, 23.47], [5.05, 2.68, 23.46], [7.10, 1.69, 22.57], [6.86, 4.46, 22.45], [8.28, 3.93, 23.30], [6.96, 4.63, 24.24], [6.76, 2.13, 24.49], [4.77, 3.05, 22.46], [4.64, 3.37, 24.21], [4.53, 1.74, 23.60], [9.28, -3.36, 20.87], [9.66, -3.80, 19.67], [7.99, -3.68, 21.06], [9.98, -4.04, 21.81], [9.57, -1.54, 21.10], [9.32, -1.35, 22.53], [10.93, -1.28, 20.72], [8.57, -0.94, 20.25], [11.80, 1.34, 24.80], [10.36, 1.56, 24.33], [10.59, 2.09, 22.91], [11.81, 1.53, 22.42], [12.49, 0.89, 23.50], [11.97, 0.62, 25.60], [12.26, 2.30, 25.07], [9.74, 2.21, 24.94], [9.95, 0.55, 24.28], [10.73, 3.17, 23.00], [9.76, 1.81, 22.27], [13.56, 1.11, 23.51], [12.29, -0.17, 23.33], [4.19, -1.70, 20.65], [3.62, -2.58, 21.77], [4.89, -2.82, 22.61], [5.61, -1.61, 22.50], [5.22, -0.82, 21.39], [3.44, -1.13, 20.11], [4.63, -2.37, 19.91], [3.21, -3.53, 21.45], [2.84, -2.09, 22.37], [5.41, -3.68, 22.16], [4.66, -3.00, 23.66], [6.01, -0.61, 20.68], [4.71, 0.11, 21.63], [9.00, -4.62, 25.92], [8.10, -5.57, 25.15], [7.48, -4.60, 24.10], [7.70, -3.28, 24.58], [8.16, -3.36, 25.93], [9.92, -4.46, 25.36], [9.24, -4.97, 26.93], [7.28, -5.94, 25.78], [8.56, -6.42, 24.65], [6.41, -4.85, 24.04], [7.96, -4.72, 23.13], [7.29, -3.40, 26.59], [8.75, -2.47, 26.17], [4.38, -0.85, 25.39], [2.51, -1.40, 25.31], [2.13, -1.88, 26.68], [0.30, -2.58, 26.64], [2.39, -2.17, 24.56], [1.91, -0.53, 25.05], [2.13, -1.06, 27.40], [2.84, -2.59, 27.12]], "e_tot_ha": -7156.36864, "gap_ev": 6.08, "homo_energy_ha": -0.152, "charge": -1, "largest_force_ev_per_a": 2.48}


No. 2
{"formula": "C18H38ClN2O2", "method": "ωB97M-V/def2-TZVPD", "species": ["Cl", "C", "C", "C", "C", "C", "C", "N", "O", "C", "C", "C", "H", "H", "H", "H", "H", "H", "H", "H", "H", "H", "H", "H", "H", "H", "H", "H", "H", "H", "H", "C", "C", "C", "C", "C", "C", "N", "O", "C", "C", "C", "H", "H", "H", "H", "H", "H", "H", "H", "H", "H", "H", "H", "H", "H", "H", "H", "H", "H", "H"], "positions_angstrom": [[0.60, -3.52, -2.04], [2.10, 0.54, -6.99], [2.61, 1.96, -6.37], [1.50, 2.51, -5.43], [1.91, 3.56, -4.41], [3.08, 2.90, -3.66], [4.33, 2.58, -4.52], [3.85, 1.65, -5.59], [4.89, 1.14, -6.42], [5.11, 3.83, -4.89], [5.19, 1.77, -3.67], [2.79, 3.00, -7.43], [1.12, 0.65, -7.44], [1.88, -0.25, -6.27], [2.68, 0.24, -7.86], [0.73, 2.92, -6.09], [1.09, 1.66, -4.88], [1.10, 3.82, -3.74], [2.39, 4.41, -4.90], [2.68, 2.01, -3.17], [3.32, 3.49, -2.77], [5.17, 4.65, -4.18], [6.13, 3.57, -5.16], [4.59, 4.25, -5.76], [4.68, 0.95, -3.16], [6.13, 1.36, -4.05], [5.50, 2.38, -2.82], [2.84, 4.03, -7.09], [1.93, 3.07, -8.09], [3.62, 2.84, -8.12], [5.17, 1.93, -6.89], [-3.99, -0.15, 5.33], [-2.78, -1.17, 5.28], [-2.32, -1.51, 6.75], [-3.32, -2.31, 7.52], [-3.43, -3.63, 6.78], [-3.85, -3.54, 5.27], [-3.04, -2.50, 4.60], [-3.43, -2.32, 3.26], [-3.50, -4.92, 4.62], [-5.33, -3.29, 5.13], [-1.59, -0.55, 4.55], [-4.74, -0.44, 4.60], [-3.74, 0.87, 5.03], [-4.47, -0.05, 6.30], [-1.37, -2.01, 6.57], [-1.96, -0.62, 7.28], [-4.28, -1.77, 7.53], [-3.05, -2.67, 8.51], [-4.10, -4.28, 7.33], [-2.45, -4.09, 6.91], [-4.28, -5.62, 4.90], [-3.39, -4.91, 3.53], [-2.50, -5.28, 4.86], [-5.91, -4.06, 4.62], [-5.76, -3.24, 6.14], [-5.60, -2.30, 4.76], [-1.44, 0.35, 5.14], [-1.70, -0.39, 3.47], [-0.78, -1.29, 4.50], [-2.58, -2.25, 2.81]], "e_tot_ha": -1428.73320, "gap_ev": 5.74, "homo_energy_ha": -0.126, "charge": -1, "largest_force_ev_per_a": 3.59}


No. 3
{"formula": "C18H38CrOP2", "method": "ωB97M-V/def2-TZVPD", "species": ["P", "P", "C", "C", "H", "H", "H", "H", "C", "H", "H", "H", "C", "H", "H", "H", "C", "H", "H", "H", "C", "H", "H", "H", "Cr", "C", "C", "C", "C", "C", "C", "C", "C", "C", "H", "H", "H", "H", "H", "H", "H", "H", "H", "H", "H", "H", "H", "H", "H", "C", "C", "C", "O", "H", "H", "H", "H", "H", "H", "H"], "positions_angstrom": [[0.39, -2.96, -0.51], [0.66, 0.96, -1.44], [-0.02, -1.74, -1.80], [1.04, -0.66, -2.07], [-0.97, -1.30, -1.44], [-0.22, -2.30, -2.72], [2.03, -0.93, -1.65], [1.15, -0.56, -3.16], [-0.09, 1.75, -2.93], [-0.63, 2.66, -2.66], [-0.80, 1.06, -3.41], [0.72, 2.01, -3.62], [2.22, 1.85, -1.27], [2.60, 2.04, -2.29], [2.92, 1.20, -0.71], [2.12, 2.81, -0.75], [-1.17, -3.85, -0.40], [-1.34, -4.15, 0.64], [-1.23, -4.72, -1.06], [-1.96, -3.15, -0.68], [1.76, -4.00, -1.17], [2.54, -4.02, -0.36], [2.26, -3.66, -2.09], [1.31, -4.99, -1.32], [1.80, -2.45, 1.00], [-1.74, 4.27, -1.58], [-2.91, 3.62, -1.40], [-3.23, 2.19, -1.78], [-3.08, 1.19, -0.61], [-1.72, 0.95, -0.15], [-0.58, 1.85, -0.14], [-0.33, 3.28, 0.36], [-0.71, 4.50, -0.49], [1.45, -4.02, 2.27], [-1.49, 4.85, -2.48], [-3.79, 4.15, -0.99], [-2.61, 1.88, -2.63], [-4.28, 2.18, -2.09], [-3.69, 1.51, 0.25], [-3.54, 0.25, -0.95], [-1.62, 0.05, 0.45], [0.07, 1.31, 0.61], [0.75, 3.35, 0.58], [-0.82, 3.36, 1.35], [-1.06, 5.24, 0.25], [0.18, 4.92, -0.97], [1.68, -3.73, 3.32], [2.12, -4.83, 1.91], [0.41, -4.36, 2.18], [0.07, -1.27, 3.36], [1.37, -0.51, 3.18], [2.25, -0.61, 4.43], [2.01, -0.79, 1.94], [0.26, -2.34, 3.53], [-0.54, -1.17, 2.46], [-0.49, -0.90, 4.21], [1.11, 0.55, 3.17], [2.41, -1.64, 4.76], [3.23, -0.14, 4.30], [1.74, -0.07, 5.24]], "e_tot_ha": -2510.58938, "multiplicity": 5, "gap_ev": [4.75, 3.54], "homo_energy_ha": [-0.185, -0.142], "largest_force_ev_per_a": 5.39, "s_squared": 6.36}


No. 4
{"formula": "C18H38N2O5", "method": "ωB97M-V/def2-TZVPD", "species": ["C", "N", "C", "C", "O", "H", "H", "H", "H", "H", "H", "H", "C", "N", "C", "C", "O", "H", "H", "H", "H", "H", "H", "H", "C", "C", "C", "O", "C", "H", "H", "H", "H", "H", "H", "H", "H", "C", "C", "C", "O", "C", "H", "H", "H", "H", "H", "H", "H", "H", "C", "C", "C", "O", "C", "H", "H", "H", "H", "H", "H", "H", "H"], "positions_angstrom": [[1.81, -0.97, -0.16], [2.45, -0.50, 1.02], [3.46, 0.58, 0.95], [2.31, -1.13, 2.22], [2.77, -0.77, 3.31], [1.18, -0.15, -0.51], [1.17, -1.77, 0.13], [2.52, -1.29, -0.94], [4.42, 0.40, 0.35], [3.06, 1.40, 0.38], [3.66, 0.94, 1.92], [1.56, -1.95, 2.10], [-3.33, -0.95, -3.06], [-4.23, -1.20, -1.92], [-5.39, -0.32, -1.74], [-3.81, -1.99, -0.88], [-4.36, -2.21, 0.20], [-2.51, -1.67, -3.28], [-2.84, -0.01, -2.96], [-3.92, -0.80, -3.93], [-5.00, 0.70, -1.52], [-6.07, -0.29, -2.61], [-5.94, -0.75, -0.87], [-2.95, -2.57, -1.25], [2.07, 3.80, -2.13], [2.77, 4.85, -1.28], [3.85, 4.03, -0.54], [4.05, 2.85, -1.27], [3.24, 2.89, -2.44], [1.55, 4.14, -3.05], [1.34, 3.16, -1.54], [2.09, 5.26, -0.50], [3.21, 5.70, -1.92], [3.66, 3.63, 0.49], [4.76, 4.66, -0.40], [2.95, 1.88, -2.76], [3.81, 3.40, -3.24], [-1.59, 0.36, 1.08], [-2.07, 1.11, -0.22], [-0.97, 2.15, -0.47], [-0.04, 2.03, 0.58], [-0.64, 1.38, 1.69], [-1.15, -0.59, 0.77], [-2.44, 0.13, 1.73], [-3.06, 1.58, -0.21], [-2.28, 0.41, -1.02], [-1.40, 3.16, -0.44], [-0.46, 2.03, -1.42], [-1.21, 2.05, 2.29], [0.02, 0.74, 2.28], [-0.87, -3.27, 2.71], [0.48, -3.97, 2.93], [0.90, -4.46, 1.58], [0.17, -3.64, 0.63], [-1.10, -3.41, 1.18], [-0.89, -2.28, 3.16], [-1.61, -3.80, 3.30], [0.39, -4.86, 3.64], [1.15, -3.27, 3.43], [0.56, -5.55, 1.46], [1.93, -4.30, 1.39], [-1.73, -4.28, 0.89], [-1.47, -2.48, 0.69]], "e_tot_ha": -1194.24950, "gap_ev": 9.38, "homo_energy_ha": -0.328, "largest_force_ev_per_a": 2.99}